(1)
Entry from the OMol25 dataset: C25H19F10N5O4V as an isolated structure (ωB97M-V/def2-TZVPD).

```
! RIJCOSX wB97M-V def2-TZVPD def2/J DEFGRID3
* xyz -2 2
V -0.30967 0.43080 0.26674
C -2.46781 2.42272 1.52344
N -2.07484 1.85379 0.24008
C -1.64304 2.89687 -0.68657
C -1.19597 2.26147 -1.99353
N -0.49315 1.03716 -1.67094
C -0.15963 0.26482 -2.77102
C -1.09698 -0.27056 -3.66092
F -2.41285 -0.05286 -3.46457
C -0.76116 -1.07543 -4.73307
F -1.72036 -1.56582 -5.54144
C 0.55661 -1.40496 -4.96302
F 0.89545 -2.19220 -6.00252
C 1.52249 -0.90160 -4.11231
F 2.81686 -1.19113 -4.34300
C 1.16969 -0.07770 -3.06082
F 2.15943 0.41459 -2.31806
C -3.16080 1.03364 -0.30067
C -3.34733 -0.23514 0.51717
N -2.04524 -0.74622 0.90463
C -2.01269 -1.91853 1.55721
C -3.06804 -2.85140 1.74396
F -4.30593 -2.64260 1.21900
C -2.93121 -4.04740 2.42387
F -3.99348 -4.87583 2.51873
C -1.73634 -4.42442 2.99072
F -1.60388 -5.60253 3.64440
C -0.67585 -3.54224 2.86825
F 0.50113 -3.85427 3.44241
C -0.81461 -2.34872 2.20258
F 0.25538 -1.54051 2.20701
H -3.39966 3.00080 1.41526
H -2.60915 1.62413 2.24779
H -1.67426 3.06398 1.89803
H -2.44184 3.63591 -0.87034
H -0.80293 3.40704 -0.20977
H -2.06921 2.10047 -2.64152
H -0.55575 2.98465 -2.52480
H -4.09814 1.61172 -0.34199
H -2.88953 0.73357 -1.30709
H -3.98188 -0.04319 1.39786
H -3.90801 -0.92177 -0.12239
O -0.08532 1.24228 2.02723
N 1.06741 1.78410 2.44398
N 1.96432 1.59830 1.46423
O 1.55118 0.95525 0.35500
C 3.23070 2.06758 1.54307
C 4.12788 1.87531 0.46676
C 5.41580 2.36225 0.55227
C 5.86933 3.04894 1.68199
C 4.98041 3.23448 2.74089
C 3.68360 2.76226 2.69308
H 3.77810 1.34438 -0.40646
H 6.08736 2.20209 -0.28509
H 6.88431 3.42390 1.73480
H 5.30801 3.76259 3.63114
H 3.00230 2.90814 3.51820
C 1.30546 -3.38711 -0.31517
C 0.13610 -2.53898 -0.81067
O -0.80425 -3.08226 -1.39581
O 0.27465 -1.28483 -0.61830
H 1.05369 -4.44566 -0.34668
H 1.58444 -3.08635 0.69488
H 2.16869 -3.19774 -0.95814
*
```

HOMO energy (spin up / spin down) = 0.1 / -1.1 eV
expectation value of S² = 0.776
gap between HOMO and LUMO (spin up / spin down) = 4.68 / 5.85 eV

Here are the Löwdin charges for atoms 1 to 5, given in e: V 0.9738; C -0.0891; N -0.2855; C -0.1851; C -0.2369


(2)
Entry from the OMol25 dataset: C25H19F6N6O4PtS2Se as an isolated structure (ωB97M-V/def2-TZVPD).

```
! RIJCOSX wB97M-V def2-TZVPD def2/J DEFGRID3
* xyz 3 5
Pt -0.11099 0.01695 -0.53802
C 2.20391 2.70764 -0.43551
C 2.67663 1.48514 0.28921
C 4.00084 1.41208 0.70557
C 4.45108 0.31320 1.40395
C 3.55104 -0.68778 1.73851
C 2.24165 -0.56698 1.33513
N 1.82394 0.47980 0.58492
C 1.19876 -1.52934 1.73285
C 1.38163 -2.54981 2.64924
C 0.30700 -3.36708 2.95914
C -0.92490 -3.14787 2.36242
C -1.05202 -2.11192 1.45643
N 0.00191 -1.33512 1.17420
C -2.28324 -1.79859 0.71044
C -3.45325 -2.51091 0.84386
C -4.52100 -2.20984 0.00854
C -4.37302 -1.22992 -0.95038
C -3.17681 -0.52926 -1.04630
C -2.99270 0.49606 -2.12707
N -2.17931 -0.79463 -0.18553
H 3.04726 3.34878 -0.67912
H 1.70660 2.44325 -1.36406
H 1.52776 3.27993 0.20442
H 4.66899 2.22659 0.46025
H 5.48757 0.23878 1.70497
H 3.87537 -1.54486 2.30994
H 2.33921 -2.70659 3.12323
H 0.42872 -4.17510 3.66882
H -1.76386 -3.78569 2.59945
H -3.53746 -3.30687 1.56932
H -5.44677 -2.76409 0.08825
H -5.16881 -1.01245 -1.65015
H -3.60234 0.23717 -2.99110
H -3.32061 1.48090 -1.78585
H -1.95819 0.54672 -2.47417
F 2.42572 -2.74754 -0.89379
C 1.72072 -3.58837 -1.66412
F 0.98866 -4.36085 -0.87501
F 2.52373 -4.29928 -2.40212
S 0.56452 -2.58263 -2.68530
O -0.21008 -1.85967 -1.63024
O -0.21657 -3.43536 -3.49787
N 1.55643 -1.63411 -3.41563
S 1.46469 -0.09945 -3.59118
O 1.04826 0.38831 -4.85233
O 0.75306 0.57909 -2.44500
C 3.23233 0.33908 -3.31728
F 3.98242 -0.19457 -4.23814
F 3.58651 -0.11094 -2.11230
F 3.33839 1.66115 -3.32958
Se -1.00885 3.33447 -1.56883
N -0.88951 2.12920 -0.19670
C -1.37352 2.71368 0.87303
C -1.46331 2.12791 2.19041
C -1.99040 2.88278 3.23702
C -2.43723 4.18340 3.03598
C -2.36488 4.80042 1.75903
C -1.83751 4.06250 0.67537
N -1.72360 4.53866 -0.55641
H -1.12112 1.11110 2.34400
H -2.05725 2.45288 4.22839
H -2.84866 4.73836 3.87076
H -2.69753 5.82151 1.60202
*
```

HOMO energy (spin up / spin down) = -17.5 / -17.5 eV
expectation value of S² = 6.042
gap between HOMO and LUMO (spin up / spin down) = 6.18 / 4.34 eV

Here are the Löwdin charges for atoms 1 to 5, given in e: Pt 1.4743; C -0.0333; C -0.2783; C 0.0255; C 0.0335


(3)
Entry from the OMol25 dataset: C25H19N4O11Ti as an isolated structure in a non-equilibrium geometry (ωB97M-V/def2-TZVPD).

```
! RIJCOSX wB97M-V def2-TZVPD def2/J DEFGRID3
* xyz -1 1
Ti -0.70105 0.48887 1.07999
O -0.93950 0.57153 5.10953
C -0.77764 0.08333 4.00864
O -0.54032 0.74785 2.93565
C -0.74061 -1.45627 3.83655
C 0.49542 -1.80634 2.98661
C 0.75049 -3.32403 3.04103
C -0.36358 -3.84042 2.11204
C -1.07081 -2.52684 1.73331
O 0.01252 -1.60059 1.66625
C -1.87883 -1.99236 2.93108
C -2.86529 -0.88175 2.47106
O -3.98263 -0.84766 2.94822
O -2.42489 -0.10279 1.55272
H -0.73900 -1.92571 4.82157
H 1.37057 -1.17758 3.17381
H 0.66979 -3.70182 4.05941
H 1.74348 -3.56879 2.66094
H -1.03565 -4.53931 2.60361
H 0.04734 -4.31625 1.22150
H -1.61170 -2.54662 0.78310
H -2.47304 -2.75589 3.43474
C 1.96990 3.77878 1.97836
C 1.56630 4.79304 1.09229
C 0.53332 4.54331 0.22900
C -0.11508 3.29025 0.26075
N 0.25524 2.33422 1.16629
C 1.28534 2.58466 1.97225
C -1.19663 2.88489 -0.57715
C -1.70558 3.60702 -1.67770
C -2.76543 3.10967 -2.38741
C -3.33667 1.88838 -1.98361
C -2.78703 1.22079 -0.91639
N -1.73817 1.67366 -0.22116
H 2.78332 3.94171 2.66476
H 2.06582 5.75004 1.09874
H 0.20037 5.30224 -0.46253
H 1.56140 1.78430 2.65054
H -1.23801 4.53446 -1.97351
H -3.15640 3.63208 -3.24732
H -4.17820 1.47344 -2.51396
H -3.19154 0.27060 -0.58611
O 1.08024 0.17926 0.15787
C 0.47560 -0.47215 -0.74756
O -0.76000 -0.68166 -0.57516
C 1.13915 -0.91105 -1.97936
C 2.44285 -0.51034 -2.25079
C 3.00648 -0.82735 -3.49690
C 2.27419 -1.53065 -4.44825
C 0.98263 -1.95064 -4.14751
C 0.40569 -1.65145 -2.90420
N 0.22447 -2.65357 -5.10684
O 0.71795 -2.84862 -6.22234
O -0.90708 -3.03832 -4.78634
N 4.31724 -0.39681 -3.78844
O 4.94220 0.20105 -2.90351
O 4.78607 -0.63004 -4.90813
H 3.00800 0.06025 -1.53191
H 2.70578 -1.74359 -5.41403
H -0.59880 -1.97241 -2.68411
*
```

HOMO energy (spin up / spin down) = -2.4 / -2.2 eV
gap between HOMO and LUMO (spin up / spin down) = 3.13 / 2.84 eV

Here are the Löwdin charges for atoms 1 to 5, given in e: Ti 1.1248; O 0.0864; C -0.5552; O -0.1253; C -0.0825


(4)
Entry from the OMol25 dataset: C25H20AsBrClHgN2O11S as an isolated structure in a non-equilibrium geometry (ωB97M-V/def2-TZVPD).

```
! RIJCOSX wB97M-V def2-TZVPD def2/J DEFGRID3
* xyz -2 2
Hg 0.36140 0.34837 -1.01068
O -3.12942 2.24084 0.55141
C -2.04920 1.44671 0.28970
O -1.86504 1.06593 -0.89132
C -1.16667 1.13374 1.36998
C -1.29182 1.71202 2.62856
C -0.28300 1.47631 3.57718
C 0.73121 0.61651 3.28498
C 0.74869 -0.09010 2.03103
N -0.16186 0.26947 1.03216
C 1.57600 -1.14456 1.80636
O 2.52934 -1.57216 2.73004
O 1.54224 -1.88560 0.63619
H -3.51365 2.44884 -0.31286
H -2.12440 2.36418 2.82955
H -0.31565 1.97763 4.53852
H 1.52513 0.39570 3.98090
H 3.39722 -1.43651 2.32854
O -3.38461 0.01543 -5.38150
C -2.49099 -0.37022 -4.41447
C -1.10343 -0.44997 -4.66363
C -0.26228 -0.83084 -3.65483
N -0.66784 -1.16434 -2.40988
C -2.00671 -1.11501 -2.21833
Br -2.65348 -1.89451 -0.62464
C -2.94334 -0.75268 -3.16406
H -2.89936 0.45850 -6.08810
H -0.71185 -0.18609 -5.63571
H 0.80851 -0.90144 -3.81429
H -3.99523 -0.74937 -2.92293
O 3.14445 3.19727 -2.15989
As 2.63184 2.36722 -0.70295
O 3.88316 2.55761 0.31115
O 2.34126 0.76482 -1.00783
C 1.04041 3.32751 -0.06015
C 1.03967 3.75867 1.26248
C -0.02706 4.48502 1.76661
C -1.10990 4.78546 0.95491
C -1.11275 4.35591 -0.36117
C -0.04621 3.63152 -0.85747
S -0.09039 3.14140 -2.58237
O 0.89126 3.99389 -3.26013
O -1.44068 3.38266 -3.05726
O 0.31944 1.73046 -2.63277
H 2.36799 3.42525 -2.71279
H 1.89825 3.51405 1.88026
H -0.01983 4.81626 2.79718
H -1.95712 5.33663 1.34365
H -1.92430 4.57283 -1.04062
Cl 1.63026 -8.15029 3.29042
C 1.40882 -6.60235 2.52589
C 1.56210 -6.49872 1.15299
C 1.31880 -5.28150 0.54556
C 0.91424 -4.17286 1.28788
C 0.51892 -2.89540 0.60990
C 0.82572 -4.29544 2.67520
C 1.06893 -5.50326 3.29987
H 1.84062 -7.36738 0.57405
H 1.42140 -5.19423 -0.52585
H -0.37771 -2.49206 1.08956
H 0.31252 -3.08232 -0.44640
H 0.56050 -3.43084 3.26203
H 0.96548 -5.60455 4.37018
*
```

HOMO energy (spin up / spin down) = 0.9 / 0.0 eV
expectation value of S² = 0.770
gap between HOMO and LUMO (spin up / spin down) = 2.82 / 3.69 eV

Here are the Löwdin charges for atoms 1 to 5, given in e: Hg 1.2162; O 0.0398; C -0.5444; O -0.1652; C -0.2873


The evaluated relative energy (zero: lowest compared OMol25 entry of this formula, charge and spin) for the records listed, in turn: 7.8, 19.0, 109.2, 421.5 kJ/mol.
The evaluated DFT total energy for the records listed, in turn: -3481.4088, -5508.7454, -2860.2893, -7723.4079 hartree.